56
Properties=species:S:1:pos:R:3 method="wB97M-V/def2-TZVPD" e_homo_ev="-16.47 / -16.47" relative_energy_ev=0.443 largest_force_ev_per_a=2.6 total_charge=+3 spin_multiplicity=3
Au 0.96733 -0.34000 0.29462
N -3.14947 -1.59329 1.40126
C -1.98011 -1.55246 0.73899
N -0.93057 -0.97797 1.22270
C -0.88319 -0.59538 2.58176
N 0.19311 -0.27926 3.17860
N 1.27165 -0.17271 2.36658
C 2.46196 0.01459 2.81742
C 3.52724 -0.09769 1.81376
C 4.84737 -0.16742 2.17122
C 5.80264 -0.35530 1.19648
C 5.40067 -0.47225 -0.10786
C 4.01916 -0.43291 -0.42375
N 3.12808 -0.33122 0.50345
C -2.14460 -0.63984 3.33363
C -2.26490 -0.16705 4.66106
C -3.45889 -0.33557 5.36880
C -4.57493 -0.82348 4.70714
C -4.45162 -1.25629 3.37637
C -3.27362 -1.12587 2.70036
H -3.93336 -1.98642 0.91440
H -2.02126 -1.95935 -0.26724
H 2.63413 0.16116 3.89259
H 5.11788 -0.08801 3.23560
H 6.84206 -0.48674 1.44422
H 6.14315 -0.54120 -0.96009
H 3.71345 -0.49720 -1.47311
H -1.36977 0.32993 5.09009
H -3.40306 0.01615 6.41118
H -5.56600 -0.90984 5.12347
H -5.29219 -1.73658 2.92902
O -3.50062 1.46042 0.38524
N -2.80280 2.36356 0.00145
O -3.42476 3.23313 -0.71071
O -1.62836 2.57895 0.15187
C -1.34977 0.43373 -3.67605
C -0.93737 -0.14310 -2.33070
N 0.50338 -0.02743 -2.06054
C 1.15896 -0.83642 -3.04573
C 0.85852 -0.31805 -4.47232
N -0.08126 0.88360 -4.33689
C 0.56842 1.99198 -3.60792
C 0.91432 1.40345 -2.21266
H -1.96613 1.34305 -3.59793
H -1.85648 -0.26261 -4.35119
H -1.16996 -1.19341 -2.33525
H -1.38544 0.42679 -1.51352
H 0.91178 -1.89737 -2.94916
H 2.22128 -0.83013 -2.90079
H 0.39404 -1.05481 -5.16903
H 1.75025 0.05702 -5.03484
H -0.33175 1.15526 -5.32184
H -0.03802 2.83689 -3.52034
H 1.53165 2.29960 -4.03368
H 0.34203 1.96900 -1.50986
H 1.94576 1.52639 -2.09034